190
Properties=species:S:1:pos:R:3:lowdin_charge:R:1 method="wB97M-V/def2-TZVPD" fmax_ev_per_a=10.40 homo_lumo_gap_ev=6.0 relative_energy_kcal_mol=0.0 homo_ha=-0.330
C -7.37451 11.96611 -17.85184 0.04
C -8.73830 12.07333 -18.53312 -0.38
O -9.53193 11.20728 -18.59220 0.17
N -9.04455 13.39979 -19.20110 0.09
H -8.40738 14.09780 -18.83395 0.16
H -8.94952 13.43597 -20.22575 0.05
C -10.49005 13.86507 -18.98776 0.04
H -6.58259 11.78673 -18.58080 0.08
H -7.32624 11.01188 -17.32648 0.08
H -7.23695 12.76985 -17.12995 0.10
H -11.21635 13.05656 -19.05204 0.10
H -10.63041 14.67219 -19.70366 0.09
H -10.63720 14.19102 -17.95838 0.09
C -7.62756 7.56364 -17.84152 0.03
C -8.37900 7.74811 -19.11597 -0.36
O -9.44221 8.24867 -19.18859 0.16
N -7.54460 7.20086 -20.29460 0.10
H -6.58529 7.37183 -20.01618 0.04
H -7.80825 6.23181 -20.46080 0.06
C -7.74615 8.06368 -21.57504 0.05
H -7.89150 8.38808 -17.17490 0.09
H -6.54342 7.49058 -17.90124 0.07
H -8.06663 6.77454 -17.22536 0.09
H -8.41565 7.49181 -22.21612 0.08
H -6.74154 8.09006 -21.99413 0.07
H -8.13441 9.04326 -21.30621 0.08
C -11.73869 5.61113 -19.24570 0.03
C -12.83911 6.40462 -19.98829 -0.44
C -13.74056 7.05798 -18.89806 -0.10
C -14.45153 8.30847 -19.40418 -0.17
C -13.45311 9.23300 -20.07617 -0.14
C -12.66133 8.70044 -21.26813 -0.39
N -12.09334 7.34817 -20.90737 0.11
O -11.17629 6.83672 -21.66971 0.16
C -11.52536 9.74163 -21.48172 0.00
C -13.59039 8.43672 -22.48035 0.02
C -13.73765 5.61118 -20.79337 -0.04
H -11.27052 6.30426 -18.54835 0.09
H -11.05500 5.16926 -19.96867 0.05
H -12.22877 4.77128 -18.75446 0.12
H -13.17714 7.46889 -18.05878 0.11
H -14.47679 6.37974 -18.46900 0.14
H -14.92968 8.94165 -18.65561 0.12
H -15.31079 8.12333 -20.05395 0.11
H -12.63832 9.44097 -19.37886 0.11
H -13.90702 10.19991 -20.28949 0.14
H -11.94945 10.73362 -21.62904 0.10
H -10.96429 9.49448 -22.38442 0.06
H -10.69313 9.79728 -20.77974 0.07
H -13.09689 7.92891 -23.31055 0.09
H -13.72602 9.40219 -22.97432 0.10
H -14.61670 8.08128 -22.40493 0.09
H -14.07895 4.66937 -20.36242 0.12
H -13.24762 5.15420 -21.65876 0.10
H -14.59296 6.10315 -21.25541 0.09
C -5.79977 8.29291 -14.86051 -0.08
C -4.83268 7.16475 -14.46714 -0.18
C -4.99718 6.03265 -15.52356 -0.11
N -4.21631 4.71961 -15.27365 -0.23
C -4.63951 4.12881 -13.90851 0.05
C -4.41451 3.77842 -16.47180 -0.06
C -3.03166 3.26125 -16.87890 -0.14
C -2.06902 3.83493 -15.83117 -0.14
C -2.73892 5.09195 -15.22746 -0.09
H -5.71031 9.14510 -14.18411 0.08
H -6.85224 8.04502 -14.99160 0.07
H -5.47453 8.85500 -15.74006 0.06
H -5.04492 6.86338 -13.44194 0.10
H -3.81747 7.56381 -14.47050 0.11
H -4.70413 6.27536 -16.54364 0.09
H -6.03404 5.69124 -15.53151 0.11
H -4.48651 4.87076 -13.12888 0.10
H -3.92009 3.33054 -13.72571 0.10
H -5.65280 3.74685 -14.01657 0.08
H -5.06702 3.00196 -16.07504 0.14
H -4.89876 4.30551 -17.29131 0.11
H -3.01313 2.17555 -16.95969 0.12
H -2.74493 3.67316 -17.84616 0.10
H -1.96268 3.14042 -14.99705 0.11
H -1.11355 4.02675 -16.31678 0.12
H -2.29581 5.35782 -14.27000 0.14
H -2.67645 5.93673 -15.91296 0.10
C -0.77181 6.78623 -23.10084 -0.07
C -1.27781 7.83341 -24.12461 -0.23
C -1.60163 9.16302 -23.51279 -0.11
N -2.56583 10.09386 -24.28905 -0.21
C -2.14849 10.61316 -25.69127 0.08
C -2.87073 11.36368 -23.47920 -0.09
C -4.33058 11.64786 -23.77658 -0.16
C -5.02504 10.43540 -24.28544 -0.15
C -3.95549 9.36796 -24.34805 -0.08
H -1.00835 6.99365 -22.05833 0.05
H 0.31068 6.68180 -23.19136 0.08
H -1.05326 5.76932 -23.37652 0.06
H -2.12551 7.38542 -24.64792 0.08
H -0.58719 7.95332 -24.96140 0.11
H -0.71171 9.73865 -23.25727 0.15
H -2.14094 8.99687 -22.57941 0.09
H -2.97082 11.22103 -26.06030 0.12
H -1.84425 9.66972 -26.14074 0.10
H -1.27229 11.21744 -25.46142 0.10
H -2.22626 12.20450 -23.72825 0.13
H -2.79289 11.12312 -22.41891 0.11
H -4.33875 12.42900 -24.53653 0.12
H -4.77218 11.96169 -22.83242 0.11
H -5.55698 10.48655 -25.23435 0.13
H -5.76383 10.05644 -23.57901 0.11
H -3.97371 8.82278 -25.29183 0.13
H -4.04569 8.66712 -23.51918 0.11
C -8.09208 3.94194 -27.02017 -0.09
C -6.73384 4.43519 -26.50891 -0.21
C -6.16647 3.52182 -25.36262 -0.08
N -5.06385 4.32137 -24.64150 -0.24
C -3.89028 4.67473 -25.60589 0.07
C -4.57838 3.47885 -23.49338 -0.11
C -3.93423 4.40926 -22.44606 -0.12
C -4.56103 5.77506 -22.77825 -0.14
C -5.64741 5.44613 -23.77627 -0.08
H -8.21058 2.86448 -26.88973 0.08
H -8.37135 4.19077 -28.04252 0.08
H -8.90270 4.31367 -26.39131 0.07
H -6.85250 5.48329 -26.23506 0.09
H -5.99549 4.33973 -27.30669 0.10
H -5.72828 2.60655 -25.75510 0.14
H -6.96164 3.43048 -24.62304 0.10
H -3.90398 3.89349 -26.36223 0.11
H -2.97955 4.93882 -25.07452 0.09
H -4.30564 5.57054 -26.06892 0.10
H -3.80594 2.76484 -23.78191 0.14
H -5.45548 2.91334 -23.18064 0.13
H -2.85385 4.52319 -22.53453 0.10
H -4.09794 4.01128 -21.44545 0.11
H -3.78246 6.39908 -23.21596 0.09
H -5.02352 6.18157 -21.88036 0.09
H -5.92272 6.30198 -24.39310 0.13
H -6.55060 5.02963 -23.33056 0.13
N -8.91143 13.55900 -21.83139 -0.30
S -9.96381 13.86754 -22.92135 0.48
O -11.13104 12.99633 -22.94958 -0.26
O -9.52664 14.50431 -24.14087 -0.25
F -10.52232 15.19255 -22.19586 -0.21
S -8.08559 12.33617 -22.66342 0.59
O -7.20708 12.68196 -23.75157 -0.25
O -8.72906 11.05188 -22.70820 -0.26
F -6.97283 12.10156 -21.49774 -0.23
N -9.02401 3.63244 -13.90842 -0.27
S -9.40090 5.03706 -14.34318 0.45
O -8.40519 5.89370 -15.00806 -0.33
O -10.44622 5.65003 -13.55550 -0.28
F -10.35705 4.50274 -15.52332 -0.21
S -8.19473 3.94656 -12.48750 0.59
O -8.76031 3.55543 -11.20037 -0.27
O -7.15813 4.96015 -12.54931 -0.32
F -7.29733 2.61478 -12.65629 -0.24
N -4.87877 7.61436 -19.86105 -0.27
S -3.38845 7.02238 -19.36854 0.56
O -3.03021 7.19856 -17.95533 -0.27
O -2.40074 6.97798 -20.38396 -0.25
F -3.88272 5.49862 -19.27560 -0.19
S -4.36729 9.09173 -19.77536 0.47
O -3.44651 9.52445 -20.78023 -0.28
O -4.19378 9.64401 -18.44816 -0.25
F -5.75466 9.78629 -20.30028 -0.20
N -10.17587 9.08156 -26.70522 -0.24
S -9.22962 8.14972 -25.65562 0.58
O -9.90368 7.56142 -24.53627 -0.29
O -7.78140 8.45302 -25.46527 -0.34
F -9.02424 6.99044 -26.73163 -0.21
S -10.45625 10.15310 -25.69575 0.42
O -9.39862 11.08969 -25.40083 -0.29
O -11.41614 9.86901 -24.64860 -0.30
F -11.35850 11.19212 -26.59244 -0.21
N -8.45935 4.68172 -20.66925 -0.29
S -9.15158 3.75211 -21.87337 0.56
O -10.47937 3.20118 -21.71600 -0.23
O -8.22532 3.06402 -22.71763 -0.28
F -9.44716 4.97387 -22.87830 -0.21
S -8.19800 3.53256 -19.71575 0.44
O -7.05800 2.67910 -20.01481 -0.29
O -9.32055 2.92925 -19.04780 -0.24
F -7.61932 4.50724 -18.55705 -0.20
N -11.97672 10.09422 -14.89442 -0.24
S -10.88758 9.41507 -15.96424 0.54
O -9.56204 9.97802 -15.86770 -0.30
O -11.26579 8.88406 -17.23490 -0.29
F -10.57920 8.02655 -15.20157 -0.19
S -12.50354 11.15512 -15.84542 0.47
O -13.50409 10.73164 -16.81298 -0.31
O -11.61328 12.22330 -16.32739 -0.33
F -13.39765 12.05311 -14.78384 -0.22